Entry 1:
Density functional theory data (the ωB97M-V functional and the def2-TZVPD basis) for a molecular structure, C3H3O2V.

HOMO (alpha / beta), eV: -1.614 / -0.818
HOMO-LUMO gap (alpha / beta), eV: 5.3575 / 4.5916
Maximum force, eV/Å: 2.85
Net charge: -1
Multiplicity: 4
Total energy, eV: -32938.558
Lowest unoccupied orbital energy (alpha / beta), eV: 3.74 / 3.77

Element x y z (Å)
C  -1.482  -0.622  -0.361
O  0.616  -0.509  0.463
C  -1.153  0.635  -0.065
C  -0.305  -1.488  0.072
O  -1.116  1.823  -0.088
H  -2.523  -0.943  -0.402
H  -0.597  -2.136  0.922
H  0.034  -2.119  -0.774
V  2.279  0.120  -0.105

=====

Entry 2:
Density functional theory data (the ωB97M-V functional and the def2-TZVPD basis) for 2 unconnected molecules or ions with the total composition C2HN4.

HOMO, eV: -15.796
HOMO-LUMO gap, eV: 7.9919
Maximum force, eV/Å: 3.61
Net charge: +1
Relative energy (zero: lowest compared OMol25 entry of this formula, charge and spin), kcal per mole: 115.13
Total energy, eV: -8035.775
Lowest unoccupied orbital energy, eV: -7.80

Element x y z (Å)
C  -0.607  1.233  1.319
C  -0.491  0.022  -1.494
N  0.155  0.476  1.787
N  1.037  -0.374  2.001
N  1.754  -1.085  2.460
N  -0.842  -0.206  -2.565
H  -1.006  -0.065  -3.508

=====

Entry 3:
Density functional theory data (the ωB97M-V functional and the def2-TZVPD basis) for a molecular structure, C34H42InN2O2.

HOMO (alpha / beta), eV: -10.335 / -10.367
HOMO-LUMO gap (alpha / beta), eV: 6.1778 / 4.7219
Maximum force, eV/Å: 3.13
Net charge: +1
Relative energy (zero: lowest compared OMol25 entry of this formula, charge and spin), kcal per mole: 0.00
Total energy, eV: -48179.967
Lowest unoccupied orbital energy (alpha / beta), eV: -4.16 / -5.65

Element x y z (Å)
In  -1.262  -0.415  0.817
C  -2.590  -3.325  2.603
O  -1.513  -2.387  2.611
C  -0.254  -2.810  2.951
C  0.144  -4.160  3.027
C  1.435  -4.472  3.375
C  2.344  -3.452  3.626
C  1.986  -2.128  3.527
C  0.694  -1.771  3.106
N  0.302  -0.498  2.797
N  1.199  0.389  3.070
C  0.863  1.668  3.014
C  -0.511  2.155  2.693
O  -1.510  1.424  2.318
C  -0.681  3.591  2.789
C  0.350  4.492  2.990
C  1.708  4.057  3.109
C  2.819  4.950  3.181
C  4.113  4.485  3.265
C  4.352  3.112  3.275
C  3.281  2.228  3.270
C  1.958  2.642  3.136
H  -2.692  -3.814  3.576
H  -2.491  -4.065  1.798
H  -3.493  -2.756  2.413
H  -0.578  -4.955  2.800
H  1.754  -5.509  3.445
H  3.363  -3.708  3.927
H  2.686  -1.309  3.775
H  -1.696  3.996  2.671
H  0.120  5.555  3.020
H  2.638  6.023  3.188
H  4.947  5.199  3.320
H  5.371  2.756  3.347
H  3.489  1.159  3.316
C  0.520  -0.826  -2.090
C  -0.070  0.451  -1.974
C  -1.527  0.240  -2.173
C  -1.655  -1.145  -2.394
C  -0.429  -1.817  -2.370
C  -0.240  -3.318  -2.657
C  -1.187  -4.127  -1.729
C  1.246  -3.683  -2.455
C  -0.656  -3.566  -4.130
C  -2.706  1.195  -2.233
C  -2.538  2.129  -3.456
C  -3.950  0.356  -2.505
C  -2.996  1.980  -0.941
C  0.808  1.684  -1.836
C  0.207  2.904  -1.107
C  1.229  2.048  -3.279
C  2.078  1.272  -1.077
H  1.588  -0.969  -1.937
H  -2.613  -1.609  -2.536
H  -0.954  -3.947  -0.676
H  -1.101  -5.199  -1.914
H  -2.228  -3.849  -1.895
H  1.551  -3.472  -1.426
H  1.880  -3.102  -3.115
H  1.435  -4.739  -2.614
H  -1.690  -3.285  -4.304
H  -0.518  -4.614  -4.406
H  -0.049  -2.946  -4.793
H  -2.331  1.546  -4.345
H  -1.717  2.833  -3.331
H  -3.442  2.711  -3.613
H  -3.880  -0.211  -3.446
H  -4.828  0.985  -2.590
H  -4.149  -0.360  -1.701
H  -2.114  2.376  -0.448
H  -3.524  1.359  -0.224
H  -3.649  2.832  -1.147
H  -0.650  3.349  -1.597
H  0.993  3.658  -1.041
H  -0.079  2.629  -0.084
H  0.389  2.274  -3.925
H  1.771  1.194  -3.709
H  1.890  2.915  -3.295
H  1.877  0.853  -0.084
H  2.712  2.136  -0.925
H  2.651  0.529  -1.621

=====

Entry 4:
Density functional theory data (the ωB97M-V functional and the def2-TZVPD basis) for a molecular structure, C2H5I2O2P.

HOMO, eV: -9.266
HOMO-LUMO gap, eV: 8.5987
Maximum force, eV/Å: 4.23
Net charge: 0
Total energy, eV: -31739.777
Lowest unoccupied orbital energy, eV: -0.67

Element x y z (Å)
C  -0.963  -2.034  -1.548
C  -0.241  -1.069  -0.635
O  0.843  3.516  3.285
O  -0.525  0.110  -0.779
P  0.284  2.551  2.409
I  1.267  0.376  3.067
I  1.683  2.845  -0.443
H  -1.621  -2.627  -0.985
H  -1.401  -1.419  -2.397
H  -0.123  -2.658  -1.886
H  0.422  1.725  -0.257
H  0.376  -1.316  0.168